Model A:
This record from OMol25 describes an isolated ion of composition C5H9N2S and charge +1. The level of theory is ωB97M-V with the def2-TZVPD basis set.

Results
Kohn-Sham gap, eV: 9.75

Structure (ORCA input):
```
! RIJCOSX wB97M-V def2-TZVPD def2/J DEFGRID3
* xyz 1 1
C 0.829 -0.702 0.654
C -0.436 -1.485 0.390
C -1.065 0.770 -1.179
C -1.117 1.277 0.172
C 1.655 -0.440 -0.529
N 1.213 -0.305 1.786
N -2.022 1.903 -0.851
S -1.854 -0.460 0.049
H -0.213 -2.317 -0.397
H -0.674 -2.121 1.238
H 0.530 -0.687 2.477
H -0.513 1.808 0.872
H 2.151 0.417 -0.218
H 1.193 -0.283 -1.648
H 2.498 -1.179 -0.580
H -1.497 2.840 -0.982
H -2.980 2.042 -0.664
*
```

Here are the Löwdin charges for atoms 1 to 6, given in e: number 1, C, carries -0.559; number 2, C, carries -0.365; number 3, C, carries -0.211; number 4, C, carries -0.330; number 5, C, carries -0.069; number 6, N, carries 0.179



Model B:
This record from OMol25 describes an isolated ion of composition C5H9N2S and charge +1. The level of theory is ωB97M-V with the def2-TZVPD basis set.

Results
Kohn-Sham gap, eV: 11.30

Structure (ORCA input):
```
! RIJCOSX wB97M-V def2-TZVPD def2/J DEFGRID3
* xyz 1 1
C -0.827 -2.404 -0.480
C 0.450 -1.368 1.202
C -0.986 1.508 0.375
C 1.059 1.032 -1.073
C 0.296 0.840 0.196
N -0.665 -1.152 -0.715
N 0.088 -0.615 0.248
S -0.130 -2.955 1.011
H -1.237 -3.124 -1.197
H 1.107 -1.079 1.936
H -1.729 1.296 -0.324
H -0.765 2.662 0.433
H -1.367 1.218 1.349
H 0.655 0.389 -1.868
H 2.020 0.633 -0.848
H 1.083 2.053 -1.218
H 0.947 1.067 0.973
*
```

Here are the Löwdin charges for atoms 1 to 6, given in e: number 1, C, carries -0.330; number 2, C, carries -0.295; number 3, C, carries -0.025; number 4, C, carries -0.005; number 5, C, carries -0.388; number 6, N, carries 0.092



Model C:
This record from OMol25 describes an isolated ion of composition C5H9N2S and charge +1. The level of theory is ωB97M-V with the def2-TZVPD basis set.

Results
Kohn-Sham gap (alpha / beta), eV: 7.54 / 8.82

Structure (ORCA input):
```
! RIJCOSX wB97M-V def2-TZVPD def2/J DEFGRID3
* xyz 1 1
C 0.905 1.558 0.471
C -0.140 -1.310 0.647
C -0.470 -0.304 -1.534
C 0.466 -0.469 1.776
C -0.778 1.130 -1.810
N -0.885 -0.602 -0.228
N 1.235 0.710 1.341
S 0.516 2.331 -0.843
H 0.594 -1.947 0.247
H -0.781 -1.890 1.244
H -1.155 -0.859 -2.117
H 0.495 -0.805 -1.736
H -0.473 -0.253 2.270
H 1.027 -1.145 2.393
H -0.822 1.470 -2.931
H -1.666 1.472 -1.166
H 1.931 0.914 1.977
*
```

Here are the Löwdin charges for atoms 1 to 6, given in e: number 1, C, carries -0.435; number 2, C, carries -0.259; number 3, C, carries -0.312; number 4, C, carries -0.085; number 5, C, carries -0.258; number 6, N, carries 0.056



Most stable to least stable: model B, model C, model A